{
  "formula": "C17H21N2O2",
  "method": "ωB97M-V with the def2-TZVPD basis set",
  "symbols": ["C", "C", "N", "C", "N", "C", "C", "O", "O", "H", "H", "H", "H", "H", "H", "H", "H", "H", "C", "C", "C", "C", "C", "C", "H", "H", "H", "H", "H", "H", "C", "C", "C", "C", "C", "C", "H", "H", "H", "H", "H", "H"],
  "positions_angstrom": [[4.556, -1.142, -0.988], [4.694, 0.277, -1.450], [5.848, 0.780, -1.650], [3.393, 1.027, -1.610], [2.599, 0.877, -0.423], [1.250, 1.303, -0.658], [0.426, 0.086, -0.970], [-0.113, -0.610, -0.133], [0.365, -0.302, -2.316], [5.449, -1.717, -1.212], [4.389, -1.112, 0.084], [3.666, -1.576, -1.432], [5.730, 1.757, -1.918], [2.901, 0.637, -2.529], [3.645, 2.087, -1.832], [1.149, 2.055, -1.460], [0.809, 1.727, 0.251], [1.234, -0.646, -2.541], [-2.837, 4.575, 2.042], [-2.213, 3.384, 1.697], [-2.088, 3.025, 0.363], [-2.584, 3.862, -0.627], [-3.208, 5.053, -0.283], [-3.337, 5.410, 1.052], [-2.933, 4.854, 3.084], [-1.818, 2.734, 2.467], [-1.601, 2.096, 0.096], [-2.481, 3.584, -1.668], [-3.592, 5.706, -1.057], [-3.824, 6.339, 1.321], [-1.559, -3.410, 0.624], [-2.767, -4.094, 0.669], [-2.832, -5.362, 1.233], [-1.687, -5.946, 1.758], [-0.480, -5.261, 1.715], [-0.416, -3.996, 1.147], [-1.498, -2.422, 0.186], [-3.661, -3.637, 0.263], [-3.774, -5.895, 1.264], [-1.736, -6.933, 2.201], [0.413, -5.715, 2.127], [0.523, -3.458, 1.111]],
  "forces_ev_per_a": [[0.0793, 0.3126, -0.0205], [0.0478, 0.0981, -0.1424], [-0.0145, -0.1822, -0.0186], [-0.1932, 0.0166, 0.7484], [0.1030, -0.3120, -0.4178], [-0.0594, 0.3292, 0.2525], [-0.1878, -0.5063, 0.5911], [-0.0061, 0.4470, -0.6249], [-0.1079, -0.1105, 0.3394], [0.1173, -0.0697, -0.0727], [-0.1066, -0.0827, 0.1465], [-0.0969, -0.2212, -0.0214], [0.0147, 0.0750, -0.0090], [0.1292, -0.0920, -0.2794], [0.0110, 0.1061, -0.2323], [-0.1279, 0.0654, -0.1231], [0.0212, 0.0829, 0.1249], [0.3609, 0.0754, -0.2244], [0.0006, -0.0024, -0.0038], [-0.0189, 0.0139, 0.0260], [0.0227, -0.0628, -0.0447], [-0.0214, 0.0180, 0.0077], [-0.0003, -0.0021, -0.0080], [-0.0047, 0.0082, 0.0053], [0.0005, 0.0027, 0.0094], [0.0117, -0.0165, -0.0035], [0.0190, -0.0052, 0.0166], [0.0110, -0.0083, -0.0084], [-0.0057, 0.0048, -0.0061], [0.0012, 0.0088, 0.0013], [-0.1298, 0.0541, -0.0440], [0.0399, -0.0540, 0.0277], [-0.0147, 0.0089, -0.0055], [0.0020, -0.0128, 0.0072], [-0.0073, 0.0088, -0.0076], [0.0535, -0.0397, 0.0312], [0.0731, 0.0148, -0.0012], [-0.0077, 0.0049, -0.0109], [-0.0066, -0.0024, 0.0062], [0.0008, -0.0080, 0.0017], [0.0098, -0.0071, 0.0000], [-0.0128, 0.0414, -0.0128]],
  "mulliken_charge": [-1.068, 0.564, -0.880, -0.083, -0.745, -0.271, 0.401, -0.589, -0.563, 0.404, 0.266, 0.205, 0.254, 0.069, 0.188, 0.295, 0.221, 0.329, -0.325, -0.573, -0.224, -0.480, -0.316, -0.409, 0.348, 0.390, 0.493, 0.372, 0.347, 0.343, -0.214, -0.529, -0.291, -0.392, -0.372, -0.469, 0.471, 0.352, 0.343, 0.340, 0.345, 0.450],
  "orbital_gap_ev": 5.6360,
  "e_homo_ev": -2.70,
  "largest_force_ha_per_bohr": 0.01557,
  "e_tot_ev": -25044.256,
  "e_above_lowest_kcal_mol": 0.0,
  "charge": -1
}

{
  "formula": "C17H21N3O3",
  "method": "ωB97M-V with the def2-TZVPD basis set",
  "symbols": ["C", "O", "C", "C", "C", "C", "C", "C", "C", "N", "O", "C", "C", "C", "C", "O", "N", "C", "C", "C", "C", "C", "N", "H", "H", "H", "H", "H", "H", "H", "H", "H", "H", "H", "H", "H", "H", "H", "H", "H", "H", "H", "H", "H"],
  "positions_angstrom": [[-0.945, -1.072, 2.504], [-1.330, -0.209, 1.461], [-2.453, -0.454, 0.758], [-3.300, -1.541, 0.951], [-4.455, -1.669, 0.198], [-4.796, -0.717, -0.747], [-3.966, 0.369, -0.950], [-2.792, 0.502, -0.221], [-1.914, 1.639, -0.422], [-2.324, 2.854, -0.677], [-1.192, 3.612, -0.722], [-0.166, 2.782, -0.494], [1.222, 3.302, -0.429], [1.901, 2.884, 0.882], [1.898, 1.385, 1.195], [1.704, 0.978, 2.322], [2.240, 0.586, 0.167], [2.208, -0.859, 0.242], [3.489, -1.459, -0.375], [3.038, -2.280, -1.590], [1.671, -1.704, -1.955], [1.048, -1.425, -0.591], [-0.552, 1.560, -0.321], [-0.026, -0.636, 2.896], [-1.703, -1.110, 3.293], [-0.748, -2.084, 2.138], [-3.064, -2.288, 1.692], [-5.097, -2.522, 0.362], [-5.705, -0.821, -1.320], [-4.209, 1.128, -1.678], [1.783, 2.937, -1.294], [1.181, 4.391, -0.494], [1.409, 3.376, 1.723], [2.942, 3.215, 0.864], [2.257, 0.967, -0.764], [2.105, -1.097, 1.302], [4.154, -0.650, -0.681], [4.028, -2.073, 0.344], [2.925, -3.329, -1.310], [3.750, -2.225, -2.412], [1.789, -0.775, -2.516], [1.076, -2.389, -2.556], [0.699, -2.359, -0.151], [0.220, -0.720, -0.625]],
  "forces_ev_per_a": [[0.1090, -0.1432, 0.2641], [-0.2200, 0.0842, -0.1514], [-0.2304, 0.0910, -0.1867], [0.2838, -0.0545, 0.1987], [-0.0582, 0.0993, -0.1038], [-0.1569, -0.0844, -0.0184], [0.1819, -0.0694, 0.1285], [-0.1776, -0.3243, 0.1418], [0.3766, 0.9247, -0.1237], [-1.0837, -0.4877, 0.1101], [0.7921, 0.2195, -0.0292], [-0.4357, -0.4435, -0.1167], [0.0294, 0.1112, 0.0952], [-0.1126, -0.0233, 0.1087], [0.2251, 0.4681, -0.2355], [-0.1589, -0.0571, 0.4078], [0.2364, -0.0713, -0.2572], [-0.0577, -0.1505, 0.2220], [0.0322, -0.1492, 0.0022], [0.0426, 0.0410, -0.1142], [-0.0064, -0.2258, 0.1220], [-0.0492, 0.1022, -0.0681], [0.4999, 0.3420, -0.0891], [-0.0639, -0.0991, 0.0082], [-0.0034, -0.0200, -0.0499], [-0.0276, 0.0105, -0.0124], [0.0479, -0.0393, 0.0766], [-0.0428, -0.0647, 0.0156], [-0.0746, -0.0095, -0.0535], [-0.0223, 0.0712, -0.0897], [-0.0443, 0.0938, -0.0294], [0.1006, -0.0772, -0.0672], [0.0563, -0.0708, -0.0274], [-0.0340, 0.0025, 0.0399], [-0.0277, 0.1319, 0.0676], [0.0252, 0.0289, -0.1430], [0.0358, 0.0052, 0.0499], [0.0878, 0.0368, 0.0349], [-0.0005, -0.0652, -0.0355], [0.0477, -0.0958, -0.0154], [-0.0125, 0.0911, -0.0932], [-0.0371, 0.0605, -0.1056], [-0.0358, -0.1059, 0.0368], [-0.0367, -0.0837, 0.0859]],
  "mulliken_charge": [-1.147, -0.180, 0.774, -0.528, -0.613, -0.630, -0.762, 0.199, 0.542, -0.680, -0.161, 0.756, -0.973, -0.776, 0.510, -0.707, 0.032, -0.099, -0.989, -0.596, -0.731, -0.127, -0.021, 0.207, 0.461, 0.401, 0.429, 0.396, 0.392, 0.469, 0.340, 0.336, 0.346, 0.327, 0.265, 0.525, 0.302, 0.299, 0.285, 0.389, 0.276, 0.435, 0.292, -0.263],
  "orbital_gap_ev": 9.1670,
  "e_homo_ev": -8.53,
  "largest_force_ha_per_bohr": 0.02321,
  "e_tot_ev": -28582.261,
  "smiles": "COc1ccccc1-c1noc(CCC(=O)NC2CCCC2)n1",
  "e_above_lowest_kcal_mol": 73.7,
  "charge": 0
}

{
  "formula": "C17H21N3OS",
  "method": "ωB97M-V with the def2-TZVPD basis set",
  "symbols": ["C", "S", "C", "C", "C", "C", "C", "C", "C", "O", "C", "C", "C", "C", "N", "C", "C", "C", "C", "N", "N", "C", "H", "H", "H", "H", "H", "H", "H", "H", "H", "H", "H", "H", "H", "H", "H", "H", "H", "H", "H", "H", "H"],
  "positions_angstrom": [[-2.395, 1.805, 1.429], [-0.746, 1.159, 1.841], [0.245, 2.539, 1.268], [0.747, 3.464, 2.167], [1.503, 4.526, 1.702], [1.750, 4.662, 0.346], [1.253, 3.732, -0.552], [0.507, 2.656, -0.092], [-0.056, 1.630, -1.025], [-1.133, 1.780, -1.553], [0.808, 0.410, -1.278], [1.966, 0.213, -0.304], [2.717, -1.057, -0.693], [1.762, -2.246, -0.728], [0.708, -1.989, -1.692], [-0.104, -3.159, -1.993], [-0.885, -3.691, -0.834], [-0.574, -4.635, 0.123], [-1.680, -4.656, 0.985], [-2.598, -3.793, 0.598], [-2.107, -3.217, -0.496], [-0.078, -0.842, -1.289], [-2.471, 1.953, 0.356], [-3.106, 1.054, 1.759], [-2.556, 2.737, 1.963], [0.543, 3.344, 3.220], [1.895, 5.251, 2.399], [2.334, 5.495, -0.016], [1.444, 3.833, -1.610], [1.214, 0.534, -2.290], [2.639, 1.073, -0.323], [1.576, 0.108, 0.711], [3.518, -1.253, 0.021], [3.161, -0.931, -1.682], [2.300, -3.144, -1.041], [1.357, -2.420, 0.284], [-0.787, -2.884, -2.804], [0.569, -3.939, -2.360], [0.315, -5.227, 0.187], [-1.835, -5.258, 1.857], [-2.643, -2.510, -0.975], [-0.889, -0.696, -2.007], [-0.514, -0.966, -0.282]],
  "forces_ev_per_a": [[0.3218, -0.0445, 0.0424], [0.0225, 0.2670, -0.0087], [-0.3152, -0.5260, 0.1112], [0.0608, 0.0651, -0.0312], [0.0580, 0.0658, 0.0465], [0.0457, 0.0470, -0.0186], [-0.0620, -0.1362, -0.0453], [-0.1485, 0.5240, 0.1399], [0.2162, -0.1781, 0.0959], [-0.0087, 0.0550, -0.1265], [-0.2992, -0.2631, 0.0711], [0.1717, -0.0548, -0.2600], [-0.1488, -0.0842, 0.2022], [0.2951, 0.0680, -0.0922], [0.0388, -0.0271, -0.0824], [0.0756, 0.1019, -0.0196], [0.1042, -0.1976, 0.0507], [-0.0243, 0.1673, -0.2443], [0.0641, 0.1419, -0.1752], [-0.7392, 0.1109, 0.4458], [0.2910, -0.1022, -0.1782], [0.0194, 0.2160, -0.2128], [-0.0832, 0.0243, -0.0148], [-0.1146, -0.0368, 0.0344], [-0.1076, 0.0251, 0.0121], [-0.0352, -0.0016, 0.0942], [0.0433, 0.0696, 0.0528], [0.0485, 0.0759, -0.0268], [0.0363, 0.0466, -0.1186], [-0.0176, 0.0182, -0.0025], [-0.0233, 0.0000, 0.0701], [0.0163, 0.0310, 0.0272], [0.0518, -0.0039, -0.0106], [0.0687, -0.0267, -0.0267], [-0.0195, -0.0378, 0.0639], [0.0183, -0.0563, -0.0361], [0.0595, -0.0940, -0.0049], [-0.1357, 0.0196, -0.0195], [0.2142, -0.0959, -0.0522], [-0.0929, -0.1021, 0.1894], [0.0402, -0.0968, 0.0889], [-0.0051, 0.0023, 0.0668], [-0.0011, 0.0235, -0.0976]],
  "mulliken_charge": [-0.773, -0.005, 0.500, -0.520, -0.507, -0.668, -0.205, 0.228, -0.527, -0.630, 0.591, -0.751, -1.001, -0.616, 0.155, -1.284, 0.706, -0.559, -0.483, -1.001, 0.461, -1.208, 0.227, 0.382, 0.298, 0.467, 0.394, 0.404, 0.484, 0.241, 0.420, 0.256, 0.435, 0.391, 0.422, 0.330, 0.447, 0.463, 0.412, 0.465, 0.284, 0.448, 0.428],
  "orbital_gap_ev": 9.3690,
  "e_homo_ev": -8.63,
  "largest_force_ha_per_bohr": 0.01693,
  "e_tot_ev": -35322.586,
  "smiles": "CSc1ccccc1C(=O)[C@H]1CCCN(Cc2ccn[nH]2)C1",
  "e_above_lowest_kcal_mol": 38.7,
  "charge": 0
}